An isolated molecule of C6H4N2O7 at a distorted geometry. Source: the OMol25 dataset; level of theory: ωB97M-V/def2-TZVPD.

The geometry in XYZ format:
```
19
Properties=species:S:1:pos:R:3:forces:R:3
O -3.262710 -0.108679 -1.878837 0.91 0.36 0.84
C -2.237240 0.282460 -1.489901 -2.28 -1.05 -1.69
C -1.084524 0.788179 -1.233879 1.73 3.88 -0.14
C 0.084533 0.200201 -0.616365 -1.05 -0.14 0.35
N 1.257266 -0.148423 -1.616033 -1.12 -0.20 -0.16
O 2.196798 -0.762403 -1.168765 0.12 0.35 -0.21
O 1.032991 0.177613 -2.751601 0.70 -0.01 0.05
C 0.584725 1.175836 0.425657 1.24 0.50 -0.03
O 0.447548 2.364510 0.292113 0.37 -0.61 0.45
C 1.131573 0.421689 1.594471 -2.23 3.30 4.11
C -0.149817 -0.314680 2.223820 2.71 1.93 -0.38
O -0.497484 -0.281162 3.337527 -0.37 0.15 2.22
O -0.865907 -0.904574 1.317323 -1.14 -0.47 -2.38
N -0.087359 -1.004308 0.115936 -0.17 -2.79 -0.23
O -0.796038 -1.953679 -0.630712 1.66 -0.62 0.27
H -0.912953 1.967608 -1.293803 -1.01 -2.62 -0.14
H 1.836391 -0.305313 1.468538 1.91 -1.80 -1.11
H 1.509397 1.144960 2.417226 -0.73 -1.11 -1.44
H -0.187191 -2.739834 -0.512712 -1.25 0.94 -0.41
```
Forces are in eV/Å.

Results
* charge: 0
* E: -866.96868 hartree
* HOMO-LUMO gap: 9.267 eV
* structure (SMILES): O=C=C[C@@]1([N+](=O)[O-])C(=O)CC(=O)ON1O
* multiplicity: 1



A cluster of 2 separate species, C5H14O in total at a distorted geometry. Source: the OMol25 dataset; level of theory: ωB97M-V/def2-TZVPD.

The geometry in XYZ format:
```
20
Properties=species:S:1:pos:R:3:forces:R:3
C -0.619260 0.938070 -1.655887 -2.17 1.53 -1.22
C -0.103725 -0.419193 -2.033893 0.59 -1.47 1.13
C -0.797333 -1.581774 -1.302249 -1.88 -0.51 3.50
O -0.372837 -0.601335 -3.401258 -0.82 -1.04 -2.21
H -0.419466 1.326576 -0.574767 0.22 -0.38 -2.35
H -1.750348 0.907728 -1.770060 0.98 -0.23 0.58
H -0.444493 1.534310 -2.674246 0.50 -0.26 2.83
H 1.033167 -0.406122 -1.909822 -1.39 -0.39 -0.10
H -1.779151 -1.796122 -1.742302 -0.25 0.90 -0.13
H -1.108419 -1.529205 -0.084338 1.24 0.51 -3.23
H -0.442580 -2.595103 -1.376795 1.41 -0.16 -0.19
H -1.061533 -1.290761 -3.684128 1.58 1.52 1.43
C 1.465041 1.228541 2.762853 2.24 0.41 -0.27
C 0.400936 0.124540 2.837998 0.39 1.29 -3.45
H 1.780866 1.547451 1.713104 -0.47 -0.70 1.22
H 2.436848 0.872892 3.317257 -1.70 0.62 -1.17
H 1.202010 2.176645 3.244594 -0.25 -0.30 0.15
H 0.572276 -0.335143 3.743915 -0.66 -1.20 2.02
H 0.621369 -0.589116 2.017615 -0.01 0.05 0.60
H -0.613369 0.487122 2.572409 0.46 -0.18 0.87
```
Forces are in eV/Å.

Results
* relative energy (zero: lowest compared OMol25 entry of this formula, charge and spin): 2.313 eV
* charge: 0
* E: -274.05705 hartree
* HOMO-LUMO gap: 11.212 eV
* structure (SMILES): CC(C)O.CC
* multiplicity: 1



An isolated molecule of H4N2OS2 at a distorted geometry. Source: the OMol25 dataset; level of theory: ωB97M-V/def2-TZVPD.

The geometry in XYZ format:
```
9
Properties=species:S:1:pos:R:3:forces:R:3
N 1.771929 0.466476 0.711524 0.10 0.27 -1.45
S 1.332866 -0.789423 -0.352240 -0.11 -0.19 -0.80
O 0.292751 -0.065892 -1.382413 -1.04 -0.19 1.50
S -1.230911 0.510463 -0.475682 0.45 0.05 -0.69
N -1.497926 -0.489024 0.762035 2.17 1.16 1.01
H 2.034723 0.004786 1.543568 0.20 -0.33 1.36
H 2.593464 0.922584 0.329231 0.00 0.24 0.20
H -0.781251 -0.523538 1.499876 -0.72 0.30 -0.42
H -2.186080 -1.171242 0.875022 -1.05 -1.31 -0.71
```
Forces are in eV/Å.

Results
* relative energy (zero: lowest compared OMol25 entry of this formula, charge and spin): 0.547 eV
* charge: 0
* E: -983.45487 hartree
* HOMO-LUMO gap: 8.924 eV
* structure (SMILES): NSOSN
* multiplicity: 1



A structure of composition C6H12N2 at a distorted geometry. Source: the OMol25 dataset; level of theory: ωB97M-V/def2-TZVPD.

The geometry in XYZ format:
```
20
Properties=species:S:1:pos:R:3:forces:R:3
C -0.381772 -1.717668 -0.229455 -0.11 0.04 -0.15
N -2.305567 0.433988 -0.449224 0.07 -0.06 0.12
C -1.199348 0.562264 0.477004 0.16 0.43 -0.40
C -0.429253 -0.664406 0.810743 0.77 0.40 0.07
H -1.918922 0.434983 -1.393983 -0.02 0.03 0.10
H -2.900435 1.252406 -0.386705 0.03 -0.08 0.02
H -1.506508 1.098202 1.374432 -0.04 -0.04 -0.03
H -0.361987 -0.969670 1.849760 -0.11 -0.06 -0.04
H 0.307303 -2.523723 0.022865 -0.02 0.06 -0.03
H -0.094919 -1.257413 -1.187408 0.01 -0.09 0.07
H -1.393571 -2.109358 -0.379094 0.09 -0.01 0.02
C 0.125646 1.243291 -0.136240 0.12 -0.55 1.16
C 1.254772 0.308950 0.751792 -1.58 0.34 -0.20
C 2.349937 -0.218149 0.166037 0.25 -0.13 -0.28
N 0.156328 1.211048 -1.474367 0.04 -0.61 -0.26
H 1.078754 0.973195 -1.833907 0.12 0.42 0.06
H 0.252407 2.204163 0.387499 0.26 -0.07 -0.09
H 1.356810 0.632901 1.787077 -0.02 0.05 -0.09
H 3.252642 -0.417609 0.729760 -0.03 -0.01 -0.04
H 2.357682 -0.477396 -0.886586 0.02 -0.03 -0.01
```
Forces are in eV/Å.

Results
* relative energy (zero: lowest compared OMol25 entry of this formula, charge and spin): 4.890 eV
* charge: 0
* E: -345.14816 hartree
* HOMO-LUMO gap (alpha / beta): 7.892 / 6.727 eV
* multiplicity: 1



An isolated molecule of C21H22N2O6 at a distorted geometry. Source: the OMol25 dataset; level of theory: ωB97M-V/def2-TZVPD.

The geometry in XYZ format:
```
51
Properties=species:S:1:pos:R:3:forces:R:3
C -4.605903 -1.861759 -4.238816 0.38 0.22 0.19
C -3.796715 -0.646252 -3.827406 -0.43 0.27 -0.22
O -2.609700 -1.094794 -3.175275 0.13 -0.30 0.07
C -1.804050 -0.135926 -2.695016 -0.15 0.38 -0.07
O -2.050290 1.043590 -2.796580 0.02 -0.15 -0.01
C -0.606469 -0.681967 -2.029695 0.32 -0.02 0.20
C -0.375441 -2.049351 -1.891261 -0.09 0.22 0.03
C 0.749748 -2.492286 -1.238897 0.05 0.01 0.05
C 1.687736 -1.611521 -0.671850 -0.37 0.22 -0.33
N 2.765707 -2.153422 -0.009562 0.15 0.00 0.16
C 4.073208 -1.553928 0.122062 0.16 0.19 0.33
C 4.315354 -1.081837 1.561522 0.11 0.13 -0.32
O 4.170571 -2.168279 2.451666 0.11 -0.09 0.05
C 2.891600 -2.745438 2.346560 -0.21 -0.29 -0.15
C 2.607628 -3.250612 0.921193 0.05 0.02 0.46
C 1.442004 -0.227495 -0.814089 -0.05 -0.29 -0.28
N 2.251259 0.751572 -0.187181 0.41 -0.25 -0.18
C 1.801582 1.744242 0.634335 0.04 -0.08 0.19
O 2.533504 2.662296 0.943486 -0.01 0.28 0.01
C 0.406294 1.610329 1.142534 -0.17 0.06 0.29
C -0.087902 0.406845 1.625878 0.14 0.17 -0.01
C -1.388098 0.295600 2.108334 -0.32 0.14 0.09
C -2.165410 1.428018 2.079788 0.33 0.44 -0.21
C -1.665502 2.647737 1.614899 -0.03 -0.62 0.14
C -0.381001 2.768059 1.151808 -0.22 0.03 0.05
O -2.638002 3.602444 1.715857 0.42 0.09 -0.16
C -3.771948 2.949340 2.241773 -1.13 0.56 0.22
O -3.462770 1.590372 2.475852 0.31 -0.41 0.01
C 0.320541 0.207526 -1.498087 -0.22 -0.29 -0.35
H -5.512520 -1.542488 -4.744401 -0.10 0.01 -0.05
H -4.025271 -2.487628 -4.911272 0.00 -0.09 -0.09
H -4.874119 -2.447327 -3.363425 -0.08 -0.08 0.05
H -3.515478 -0.040722 -4.696866 -0.05 -0.05 0.16
H -4.358556 -0.005381 -3.138123 0.10 -0.07 -0.14
H -1.076682 -2.754166 -2.308238 -0.05 -0.08 -0.03
H 0.929809 -3.553799 -1.163464 0.05 -0.09 -0.01
H 4.209848 -0.753678 -0.599653 0.05 -0.06 -0.02
H 4.810658 -2.337881 -0.101295 0.02 0.14 -0.02
H 5.336138 -0.719048 1.688331 -0.04 0.04 -0.03
H 3.608439 -0.281011 1.823948 0.09 -0.07 -0.05
H 2.871907 -3.573393 3.057175 -0.07 0.03 -0.02
H 2.123617 -2.007557 2.629410 0.03 -0.07 -0.02
H 1.594772 -3.647132 0.880071 0.04 -0.02 -0.02
H 3.321440 -4.046028 0.673634 -0.09 -0.03 0.04
H 3.186900 0.915019 -0.534811 -0.15 0.06 0.13
H 0.545867 -0.465774 1.643459 0.07 -0.09 -0.05
H -1.774039 -0.636462 2.485303 -0.05 -0.13 0.06
H 0.015102 3.705731 0.800699 0.07 0.14 -0.04
H -4.067326 3.427341 3.189384 0.15 -0.14 -0.20
H -4.605384 3.018606 1.524373 0.25 -0.06 0.11
H 0.133989 1.266443 -1.596165 -0.01 0.08 -0.01
```
Forces are in eV/Å.

Results
* relative energy (zero: lowest compared OMol25 entry of this formula, charge and spin): 2.253 eV
* charge: 0
* E: -1374.38653 hartree
* HOMO-LUMO gap: 8.522 eV
* structure (SMILES): CCOC(=O)c1ccc(N2CCOCC2)c(NC(=O)c2ccc3c(c2)OCO3)c1
* multiplicity: 1



A cluster of 2 separate species, C3H9S in total at a distorted geometry. Source: the OMol25 dataset; level of theory: ωB97M-V/def2-TZVPD.

The geometry in XYZ format:
```
13
Properties=species:S:1:pos:R:3:forces:R:3
S -3.184726 -0.259175 -2.930886 -1.00 0.02 0.48
H -4.464567 -0.231495 -2.377391 1.06 -0.02 -0.44
C 0.945220 -1.046734 1.191955 -1.54 0.23 1.32
C 0.080732 0.122013 0.610031 0.57 -2.22 -2.80
C 0.902072 1.079030 -0.238697 0.64 0.47 -2.07
H 1.921295 -0.621971 1.464815 -0.13 -0.56 0.29
H 1.049543 -1.950076 0.561764 0.07 0.82 -0.10
H 0.337589 -1.418902 2.097070 1.36 0.45 -0.94
H -0.401399 0.668936 1.382068 -0.66 0.25 0.64
H -0.636084 -0.394958 -0.107974 0.22 1.03 1.17
H 1.455030 0.639018 -1.119136 -0.30 -0.48 1.17
H 0.331413 1.801893 -0.866740 -0.21 -0.15 1.13
H 1.663888 1.612427 0.333125 -0.08 0.15 0.13
```
Forces are in eV/Å.

Results
* relative energy (zero: lowest compared OMol25 entry of this formula, charge and spin): 0.587 eV
* charge: -1
* E: -517.89237 hartree
* HOMO-LUMO gap: 5.981 eV
* multiplicity: 1